1.
Computed, not measured: 4 unconnected molecules or ions with the total composition C5H18N2O4 in a non-equilibrium geometry, with ωB97M-V/def2-TZVPD.

```
29
Properties=species:S:1:pos:R:3:mulliken_charge:R:1
C 3.335 1.570 0.283 -1.22
C 2.406 0.999 -0.481 0.57
N 2.546 0.867 -1.871 -0.44
C 1.096 0.460 0.087 -0.98
C -0.120 0.360 -0.827 0.83
N -0.889 1.579 -0.906 -0.74
C -1.008 -0.770 -0.265 -0.26
O -2.385 -0.582 -0.572 -0.65
H 4.372 1.685 0.005 0.29
H 3.152 1.709 1.343 0.30
H 3.424 1.186 -2.251 0.25
H 2.224 -0.025 -2.216 0.17
H 1.355 -0.403 0.714 0.47
H 0.950 1.128 0.945 0.25
H 0.216 0.050 -1.805 0.45
H -1.178 1.914 0.000 0.21
H -0.520 2.271 -1.530 0.21
H -0.762 -1.756 -0.641 -0.27
H -0.829 -0.880 0.807 0.19
H -2.504 0.176 -1.166 0.39
O -0.165 -3.632 -1.330 -0.69
H 0.729 -3.398 -1.556 0.31
H -0.954 -3.297 -1.744 0.35
O -3.568 -0.500 1.761 -0.72
H -3.898 -1.407 1.687 0.32
H -3.130 -0.514 0.862 0.39
O -1.099 0.667 3.333 -0.61
H -0.944 0.434 4.254 0.29
H -1.850 0.106 3.079 0.33
```

Properties
HOMO energy   -0.30692 Eh
Maximum force   2.369 eV/A
Gap between HOMO and LUMO   8.755 eV
E_LUMO   0.40 eV
Energy relative to the best compared isomer or geometry (same formula, charge and spin)   57.1 kcal per mole

---

2.
Computed, not measured: 2 unconnected molecules or ions with the total composition C5H18N2Si2 in a non-equilibrium geometry, with ωB97M-V/def2-TZVPD.

```
27
Properties=species:S:1:pos:R:3:mulliken_charge:R:1
C 2.670 1.966 1.052 -0.87
C -2.629 0.177 -1.443 -1.06
C -2.337 -2.174 0.555 -1.08
C 1.462 -1.201 -1.721 -0.84
C 1.901 -1.288 1.490 -0.98
N 2.051 1.302 -0.104 -0.02
N -1.291 0.526 1.271 -0.55
Si -2.545 -0.194 0.406 0.25
Si 1.407 -0.254 -0.026 0.36
H 1.891 2.490 1.709 0.31
H 3.160 1.263 1.824 0.20
H 3.474 2.610 0.826 0.37
H -2.081 -0.486 -1.971 0.36
H -3.664 0.113 -1.803 0.33
H -2.145 1.130 -1.750 0.31
H -1.617 -2.667 -0.049 0.33
H -2.147 -2.419 1.596 0.26
H -3.288 -2.684 0.269 0.31
H 0.644 -1.944 -1.499 0.24
H 1.257 -0.489 -2.498 0.31
H 2.513 -1.748 -1.759 0.31
H 3.005 -1.183 1.694 0.37
H 1.258 -0.886 2.374 0.26
H 1.614 -2.356 1.234 0.32
H 1.964 1.967 -0.906 0.24
H -1.067 0.034 2.131 0.14
H -3.934 0.144 1.192 -0.19
```

Properties
HOMO energy   -0.26913 Eh
Maximum force   3.672 eV/A
Gap between HOMO and LUMO   7.126 eV
E_LUMO   -0.20 eV
Energy relative to the best compared isomer or geometry (same formula, charge and spin)   11.8 kcal per mole

---

3.
Computed, not measured: 2 unconnected molecules or ions with the total composition C5H18N6 in a non-equilibrium geometry, with ωB97M-V/def2-TZVPD.

```
29
Properties=species:S:1:pos:R:3:mulliken_charge:R:1
C 1.994 0.267 0.931 -0.42
C 2.267 1.272 -0.053 -1.33
C -0.115 -0.508 1.977 0.72
N 0.836 0.480 1.811 -0.12
N 0.070 -1.788 1.575 -0.49
N -1.330 -0.358 2.566 -0.48
H 2.028 -0.754 0.610 0.41
H 2.954 0.317 1.669 0.32
H 3.098 1.186 -0.703 0.33
H 2.592 2.164 0.693 0.35
H 0.695 1.169 2.467 0.21
H 1.010 -1.995 1.376 0.27
H -0.571 -2.534 0.934 0.27
H -1.338 0.152 3.455 0.32
H -1.763 -1.312 2.808 0.31
H 1.319 1.527 -0.342 0.38
C 0.405 -0.040 -2.960 -0.90
C -1.527 0.034 -1.153 0.55
N -0.583 -0.570 -1.889 -0.18
N -1.599 1.379 -0.888 -0.43
N -2.441 -0.679 -0.418 -0.50
H -0.838 -1.558 -2.193 0.31
H -0.956 1.971 -1.449 0.27
H -2.481 1.852 -0.857 0.26
H -2.621 -1.755 -0.546 0.29
H -2.931 -0.034 0.312 0.26
H 0.528 -0.864 -3.698 0.34
H 1.330 0.169 -2.593 0.33
H -0.033 0.808 -3.443 0.36
```

Properties
HOMO energy   -0.64585 Eh
Maximum force   6.815 eV/A
Gap between HOMO and LUMO   10.693 eV
E_LUMO   -6.88 eV
Charge   +2
Energy relative to the best compared isomer or geometry (same formula, charge and spin)   64.2 kcal per mole

---

4.
Computed, not measured: 3 unconnected molecules or ions with the total composition C5H18NO2 in a non-equilibrium geometry, with ωB97M-V/def2-TZVPD.

```
26
Properties=species:S:1:pos:R:3:mulliken_charge:R:1
C 0.839 0.217 0.647 -0.64
C -0.449 -0.564 1.132 -0.49
C -1.542 0.269 1.823 -0.79
C -2.439 0.706 0.685 -0.42
C -2.976 -0.465 -0.241 -1.31
N 1.172 0.308 -0.874 -0.24
H 1.787 -0.125 1.204 0.31
H 0.630 1.321 0.951 0.41
H -0.858 -1.169 0.272 0.31
H -0.121 -1.358 1.872 0.35
H -1.939 -0.230 2.705 0.35
H -1.089 1.124 2.399 0.34
H -3.477 1.211 1.036 0.32
H -1.957 1.430 0.027 0.23
H -3.607 -0.950 0.411 0.32
H -2.309 -0.946 -0.842 0.57
H -3.737 0.101 -0.871 0.33
H 2.189 0.542 -0.868 0.37
H 1.071 -0.629 -1.366 0.31
H 0.784 1.111 -1.313 0.35
H 2.807 2.686 -2.438 0.33
H 4.280 2.280 -2.063 0.32
O 3.386 1.935 -2.086 -0.65
H 1.912 -3.040 -0.185 0.32
H 3.225 -3.105 -1.116 0.31
O 2.416 -2.659 -0.904 -0.61
```

Properties
HOMO energy   -0.52468 Eh
Maximum force   5.878 eV/A
Gap between HOMO and LUMO   11.150 eV
E_LUMO   -3.13 eV
Charge   +1
Energy relative to the best compared isomer or geometry (same formula, charge and spin)   48.6 kcal per mole

---

5.
Computed, not measured: 3 unconnected molecules or ions with the total composition C5H18NO2 in a non-equilibrium geometry, with ωB97M-V/def2-TZVPD.

```
26
Properties=species:S:1:pos:R:3:mulliken_charge:R:1
C -0.926 0.308 -1.026 -0.90
C -0.402 0.166 0.407 -0.62
C 0.400 1.336 0.931 -0.47
C 0.043 1.756 2.377 -0.66
C -0.087 0.500 3.279 -1.05
N 0.098 -0.156 -2.046 -0.27
H -1.022 1.374 -1.235 0.48
H -1.865 -0.267 -1.014 0.31
H -1.363 0.085 0.947 0.42
H 0.237 -0.707 0.534 0.36
H 1.461 1.050 0.924 0.32
H 0.297 2.191 0.208 0.37
H 0.727 2.445 2.925 0.34
H -0.905 2.287 2.360 0.32
H -0.732 -0.263 2.821 0.28
H -0.380 0.772 4.281 0.36
H 0.921 0.118 3.294 0.29
H 0.034 -1.182 -2.090 0.36
H -0.020 0.198 -2.981 0.33
H 0.966 0.115 -1.589 0.45
H 3.113 -1.372 -2.018 0.31
H 2.682 -0.748 -3.371 0.30
O 2.354 -1.022 -2.499 -0.62
H -1.673 -3.360 -1.096 0.32
H -2.379 -2.783 -2.424 0.32
O -1.579 -2.842 -1.898 -0.64
```

Properties
HOMO energy   -0.52448 Eh
Maximum force   2.746 eV/A
Gap between HOMO and LUMO   11.223 eV
E_LUMO   -3.05 eV
Charge   +1
Energy relative to the best compared isomer or geometry (same formula, charge and spin)   22.6 kcal per mole